1.
Formula: C15H21Cl5IO2P2Tm
Source: the OMol25 dataset
Level of theory: ωB97M-V/def2-TZVPD

* multiplicity: 3
* Kohn-Sham gap (alpha / beta): 5.08 / 5.02 eV
* <S²>: 2.0263
* largest force on an atom: 4.89 eV/Å
* charge: +2

```
47
Properties=species:S:1:pos:R:3:forces:R:3
C -1.076 -2.403 -0.894 -0.0856 -0.4764 0.1916
C -1.497 -1.198 -0.078 1.9733 3.3101 -2.6639
H -0.894 -2.113 -1.937 -0.0992 0.0991 0.2833
H -1.815 -3.210 -0.857 0.1336 0.0389 -0.0619
H -0.132 -2.776 -0.484 -0.1428 0.0166 -0.0998
O -0.578 -0.216 -0.064 -1.6077 -1.2335 0.5707
I -2.001 -2.041 1.980 0.9243 0.1170 1.5708
Tm 1.350 1.468 0.730 3.7253 -2.8610 -1.3728
P 3.445 -0.303 -0.605 0.3830 -0.1105 -0.0498
C 5.065 0.560 -0.538 -0.2291 0.2449 0.3027
C 3.911 -1.982 -0.033 -0.1696 0.0345 0.1095
H 4.801 -2.341 -0.565 -0.1966 0.0520 0.1425
H 4.299 -0.527 -2.879 -0.2646 -0.1006 0.0997
H 3.077 -2.671 -0.210 0.1846 0.0370 -0.0161
H 2.811 -1.496 -2.636 0.0695 0.1401 -0.0071
H 5.536 0.426 0.441 -0.0985 0.0182 -0.1420
H 4.111 -1.950 1.044 0.0921 -0.0485 -0.1940
C 3.305 -0.545 -2.417 -0.4129 0.1317 -0.0401
H 5.716 0.171 -1.328 -0.0891 0.0298 0.2105
H 2.704 0.271 -2.832 0.1712 -0.1508 -0.0582
H 4.903 1.630 -0.693 0.1002 -0.1127 -0.0359
P -3.166 -0.428 -0.580 0.9241 -0.6073 0.5300
C -3.418 0.951 0.539 -0.3320 0.1809 0.0647
C -3.106 0.206 -2.256 -0.0057 -0.0188 -0.2470
H -4.215 -2.552 -1.102 0.0483 0.3166 0.1161
H -5.386 -1.274 -0.691 0.1343 -0.2069 0.1021
H -4.476 -2.093 0.608 -0.0635 0.2143 -0.3548
C -4.414 -1.711 -0.422 -0.5306 0.1053 -0.0729
H -2.826 -0.579 -2.971 -0.0678 0.2076 0.2200
H -4.112 0.572 -2.512 0.2314 -0.0918 0.0487
H -4.408 1.387 0.351 0.1829 -0.0627 0.0821
H -2.656 1.720 0.365 -0.2244 -0.3217 -0.0487
H -2.401 1.045 -2.328 -0.1479 -0.3261 0.0524
H -3.358 0.629 1.584 -0.0928 0.0178 -0.2147
C -0.844 3.180 -0.789 -2.2420 1.1922 -3.0117
O -1.323 3.437 -1.832 2.0785 -1.0376 3.3645
Cl 1.315 -2.035 2.279 -0.7224 0.4776 0.0491
C 0.031 -0.942 2.527 0.5403 -0.1393 -0.0405
C -0.420 2.958 0.433 -1.0160 0.6320 1.6658
C -0.393 2.752 1.702 -2.2235 1.7596 0.4592
Cl 2.144 2.721 -1.264 -0.2714 -0.1151 0.0937
C -0.558 2.638 3.063 -0.0392 1.1997 -1.2700
Cl -0.917 4.019 4.040 0.4073 -0.4355 -0.6786
C -0.441 1.347 3.632 0.6516 -2.1189 -0.9048
Cl -0.822 1.097 5.276 0.2377 -0.0389 -0.7024
C 0.038 0.317 2.816 -1.3238 0.0915 2.0823
Cl 3.092 1.883 2.387 -0.4944 -0.0506 -0.1245
```
Forces are in eV/Å.


2.
Formula: C23H25N3O6S
Source: the OMol25 dataset
Level of theory: ωB97M-V/def2-TZVPD

* SMILES: CCOC(=O)Nc1ccc2c(CN3CCN(S(=O)(=O)c4ccccc4)CC3)cc(=O)oc2c1
* energy relative to the best compared isomer or geometry (same formula, charge and spin): 11.3 kcal per mole
* Kohn-Sham gap: 8.42 eV
* largest force on an atom: 1.00 eV/Å

```
58
Properties=species:S:1:pos:R:3:forces:R:3
C -8.510 -1.272 -1.297 0.2029 0.2830 0.2361
C -8.333 -0.353 -0.098 -0.2774 -0.4403 0.0356
O -7.178 0.478 -0.237 0.1732 0.2299 -0.0951
C -5.998 -0.079 0.097 -0.0760 0.2573 -0.0591
O -5.860 -1.192 0.529 0.0153 -0.3108 0.1004
N -5.011 0.843 -0.130 -0.3213 0.4721 -0.2291
C -3.645 0.728 0.084 0.5206 -0.2093 0.1257
C -3.056 -0.441 0.585 -0.2227 -0.1472 0.0444
C -1.699 -0.499 0.784 0.0448 0.3786 -0.0704
C -0.874 0.595 0.494 -0.3113 0.3166 -0.1758
C 0.552 0.610 0.691 0.3261 0.4591 -0.0868
C 1.263 -0.573 1.278 0.0944 -0.0559 0.1287
N 1.065 -1.799 0.502 -0.0330 0.1608 0.0740
C 1.908 -2.886 0.977 -0.0128 -0.0705 -0.0607
C 3.304 -2.893 0.308 0.2244 -0.4293 0.2084
N 3.569 -1.573 -0.222 0.9739 0.2149 -0.0853
S 5.168 -1.131 -0.480 -0.5007 0.0001 0.1526
O 5.953 -1.778 0.530 -0.1039 0.0900 0.2021
O 5.529 -1.310 -1.859 -0.1558 0.2685 0.0248
C 5.031 0.614 -0.117 0.0496 -0.4931 -0.2264
C 4.903 1.528 -1.145 0.0632 -0.0223 -0.1670
C 4.709 2.866 -0.839 -0.0032 -0.0070 0.0504
C 4.651 3.270 0.485 0.0136 0.0141 -0.0516
C 4.794 2.344 1.509 0.0323 -0.0996 0.0010
C 4.981 1.005 1.207 0.0367 0.0258 0.1924
C 2.678 -1.195 -1.297 -0.2497 0.2362 -0.4466
C 1.246 -1.635 -0.927 0.1018 0.0260 -0.0333
C 1.240 1.726 0.360 -0.1202 -0.5280 0.1751
C 0.607 2.908 -0.189 0.4261 0.4148 -0.1015
O 1.183 3.916 -0.515 -0.2461 -0.2720 0.0815
O -0.753 2.859 -0.345 -0.1220 0.2567 -0.1038
C -1.471 1.760 -0.020 -0.3757 -0.8559 0.2489
C -2.844 1.822 -0.219 0.1691 0.0539 0.0024
H -8.561 -0.691 -2.214 -0.0465 0.0221 -0.0927
H -9.429 -1.841 -1.186 -0.1124 -0.0820 -0.0161
H -7.674 -1.964 -1.361 0.0187 -0.0776 -0.0235
H -9.168 0.344 -0.007 0.1182 -0.0762 0.0371
H -8.237 -0.942 0.820 -0.0690 0.1571 -0.1016
H -5.335 1.730 -0.493 0.0106 -0.1985 0.0742
H -3.681 -1.288 0.811 0.0041 -0.0296 0.0128
H -1.244 -1.404 1.151 0.0259 -0.1011 0.0380
H 0.851 -0.765 2.277 0.0726 0.0718 -0.0018
H 2.327 -0.321 1.385 -0.1590 0.0330 0.0664
H 1.395 -3.826 0.750 0.1281 -0.0274 0.0940
H 2.000 -2.803 2.060 -0.0074 -0.0259 0.0033
H 4.096 -3.110 1.024 -0.1281 -0.1981 -0.0162
H 3.344 -3.646 -0.492 0.0065 0.0106 0.0804
H 4.965 1.177 -2.163 -0.0147 0.0319 -0.1475
H 4.593 3.591 -1.629 -0.0193 0.0523 -0.0819
H 4.486 4.310 0.719 -0.0271 0.0956 0.0220
H 4.753 2.665 2.539 0.0064 0.0134 0.0834
H 5.099 0.256 1.975 -0.0003 -0.0265 0.1772
H 2.736 -0.109 -1.400 -0.1245 -0.0281 -0.1128
H 2.997 -1.648 -2.247 -0.0966 0.0742 0.0369
H 1.021 -2.602 -1.382 -0.0214 0.0558 -0.0670
H 0.522 -0.910 -1.302 0.0391 -0.0857 -0.1090
H 2.308 1.797 0.492 0.1241 -0.0129 0.0072
H -3.267 2.734 -0.612 -0.0639 0.1345 -0.0551
```
Forces are in eV/Å.


3.
Formula: C7H16O2
Source: the OMol25 dataset
Level of theory: ωB97M-V/def2-TZVPD

* SMILES: CC(=O)O.CCCCC
* energy relative to the best compared isomer or geometry (same formula, charge and spin): 79.8 kcal per mole
* Kohn-Sham gap: 10.65 eV
* largest force on an atom: 4.97 eV/Å

```
25
Properties=species:S:1:pos:R:3:forces:R:3
C -3.517 -0.732 -1.151 0.1576 -1.4911 0.6851
C -2.692 -1.876 -1.723 2.1830 -1.9265 -0.0631
O -2.190 -2.891 -1.212 -1.7126 3.0180 -1.2184
O -2.416 -1.552 -3.076 2.8011 -2.7590 1.1329
H -4.018 -0.933 -0.149 1.0256 0.2568 -1.3615
H -2.833 0.122 -1.194 -0.4516 0.0298 0.3327
H -4.244 -0.651 -1.933 -0.8159 0.7266 -0.2077
H -1.577 -2.196 -3.305 -3.1797 2.1494 0.7026
C 3.215 -0.484 -0.132 -0.2894 -1.8974 -2.1371
C 2.651 0.839 0.209 -2.9644 2.6320 -0.4987
C 2.267 1.175 1.699 0.2809 -3.4797 -0.1890
C 1.410 2.460 1.845 -2.7549 -4.1298 0.2132
C 0.797 2.609 3.282 -1.1821 1.7616 0.3089
H 3.780 -0.809 0.793 -0.2374 -0.4428 -1.5883
H 2.418 -1.317 -0.620 1.9086 2.1399 2.1041
H 3.814 -0.251 -1.090 -0.0817 -0.8836 1.7715
H 1.808 1.103 -0.598 1.5193 -0.2617 1.9677
H 3.380 1.621 0.175 0.9316 0.3699 -1.4413
H 1.776 0.133 2.026 0.4231 2.5597 0.1584
H 3.307 1.185 2.188 -1.6101 0.2551 -0.0982
H 0.476 2.087 1.052 2.5671 2.3323 1.9316
H 2.024 3.327 1.724 -0.0480 0.5895 -1.1692
H 1.503 2.422 4.094 0.2535 -0.4134 -0.2907
H 0.609 3.766 3.448 -0.2993 -2.3021 -0.3658
H -0.153 1.987 3.521 1.5756 1.1666 -0.6798
```
Forces are in eV/Å.


4.
Formula: C29H61FN5O14P2S
Source: the OMol25 dataset
Level of theory: ωB97M-V/def2-TZVPD

* Kohn-Sham gap: 6.80 eV
* largest force on an atom: 1.19 eV/Å
* charge: +1

```
113
Properties=species:S:1:pos:R:3:forces:R:3
C -3.229 0.860 2.473 -0.1901 0.0204 0.2257
O -4.380 1.251 1.760 -0.1747 -0.0682 -0.1583
C -4.098 1.407 0.381 0.8099 0.4291 -0.0874
C -3.558 0.140 -0.285 -0.3565 -0.3551 0.2524
C -4.107 -0.164 -1.680 0.0894 0.1494 -0.0905
C -4.058 0.972 -2.722 -0.1875 -0.1733 0.2218
C -2.898 1.953 -2.621 0.1570 0.0807 -0.4613
C -1.493 1.335 -2.609 -0.1483 0.1526 -0.2322
C -0.507 2.300 -1.952 -0.2988 -0.2353 0.0190
C 0.918 1.792 -1.773 -0.1567 0.4921 0.4694
C 0.924 0.601 -0.831 0.0429 -0.5352 -0.2672
C 2.324 0.118 -0.466 -0.5110 0.3671 -0.3389
N 2.285 -1.206 0.169 0.1963 0.2777 0.4395
C 2.122 -2.353 -0.496 0.1710 0.0869 -0.2446
N 2.019 -3.542 0.104 -0.0329 0.1011 0.1560
C 1.870 -4.439 -0.842 0.0197 0.0013 0.2570
C 1.701 -5.876 -0.497 -0.4892 0.1160 -0.0441
C 2.217 -6.887 -1.495 0.2829 0.1021 0.5848
O 1.541 -7.766 -1.931 -0.2661 -0.2757 -0.4831
O 3.504 -6.679 -1.790 -0.0238 0.4791 -0.2614
N 1.838 -3.869 -2.067 -0.1771 -0.1310 -0.0281
P 1.543 -4.626 -3.645 0.3887 -0.3109 -0.7950
S 3.052 -5.141 -4.684 -0.0223 0.1906 0.0962
N 2.049 -2.508 -1.844 0.0032 -0.0266 0.0836
C 2.151 -1.613 -3.003 -0.1048 0.6664 -0.3190
O 1.181 -1.372 -3.637 -0.0196 -0.2338 -0.2136
N 3.442 -1.128 -3.259 0.5276 -0.8506 0.6438
C 4.200 -1.776 -4.291 -0.2395 0.3570 -0.5431
O 5.177 -2.399 -4.096 0.0068 0.2363 -0.0999
F 3.666 -1.529 -5.476 0.0202 -0.2184 0.3117
P 2.392 -1.359 1.904 -0.0273 -0.4944 0.3218
O 3.442 -2.284 2.258 0.2363 0.0697 0.2456
O 2.588 0.121 2.417 -0.0985 0.0000 -0.4027
O 0.942 -1.816 2.356 0.1084 0.2738 -0.2074
H -3.359 1.159 3.511 -0.0297 0.0116 0.0156
H -3.102 -0.227 2.448 0.1498 -0.0156 -0.0430
H -2.333 1.352 2.074 0.0543 0.0151 0.0289
H -4.972 1.810 -0.129 -0.2561 -0.1974 0.2259
H -3.325 2.187 0.318 -0.0938 0.1112 -0.1486
H -2.465 0.140 -0.271 0.0185 0.1002 -0.0668
H -3.854 -0.695 0.357 -0.0005 -0.0416 -0.0269
H -3.590 -1.040 -2.080 0.0566 -0.0290 0.0839
H -5.149 -0.466 -1.556 -0.0167 -0.0381 -0.0875
H -4.992 1.534 -2.656 0.0423 0.1147 -0.0462
H -4.065 0.509 -3.711 0.0175 0.0513 -0.0419
H -2.955 2.602 -3.499 -0.0327 0.1335 0.0810
H -3.016 2.625 -1.768 -0.0656 -0.1404 0.1324
H -1.181 1.158 -3.643 0.0485 -0.1374 0.0188
H -1.525 0.361 -2.121 0.1290 0.0131 0.1012
H -0.880 2.532 -0.947 -0.0704 0.1390 -0.0271
H -0.537 3.228 -2.524 0.1804 0.0765 0.0616
H 1.410 1.586 -2.726 -0.0072 -0.1628 0.0001
H 1.471 2.597 -1.276 0.2126 0.0047 -0.1975
H 0.376 0.859 0.083 -0.0204 0.0295 0.0145
H 0.388 -0.237 -1.287 -0.0909 0.0517 0.0150
H 2.772 0.819 0.229 0.2562 -0.1043 0.0077
H 2.959 0.127 -1.350 0.0808 -0.1088 0.0690
H 2.188 -6.015 0.473 0.1935 -0.1231 -0.1368
H 0.635 -6.061 -0.352 -0.0276 -0.0358 -0.0260
H 3.681 -7.039 -2.674 0.1557 -0.3370 0.1446
H 0.684 -5.640 -3.211 -0.1027 0.1213 0.2547
H 0.738 -3.654 -4.235 -0.2445 0.0742 0.2745
H 4.026 -1.239 -2.433 0.0074 -0.0450 -0.0119
H 1.854 0.742 2.297 0.0098 0.0921 0.1413
H 0.257 -1.146 2.233 -0.1745 -0.1247 0.0941
C 4.211 -8.015 1.760 0.0215 -0.1017 -0.0017
O 3.949 -6.693 1.318 0.0792 -0.0232 0.0674
C 4.219 -5.696 2.300 -0.1028 0.1680 0.0208
C 5.549 -5.007 2.090 0.0822 0.0813 0.0441
O 6.658 -5.867 2.270 -0.1430 -0.1384 -0.0162
C 7.217 -6.343 1.061 0.0212 0.0077 0.0229
H 4.208 -8.660 0.883 -0.0129 -0.0015 -0.0218
H 5.184 -8.086 2.251 -0.0044 0.0183 -0.0132
H 3.433 -8.355 2.452 0.0363 0.0146 0.0294
H 4.172 -6.123 3.306 0.0041 -0.0572 -0.0308
H 3.431 -4.941 2.214 0.0538 0.0437 0.0834
H 5.631 -4.202 2.825 -0.0303 0.0244 -0.0355
H 5.575 -4.554 1.092 -0.0013 0.0224 -0.0133
H 7.799 -5.557 0.566 -0.0290 -0.0038 -0.0326
H 6.448 -6.706 0.374 -0.0069 -0.0089 -0.0150
H 7.884 -7.166 1.312 0.0192 0.0180 0.0142
C -8.307 6.244 -0.189 -0.0358 0.0013 0.0197
O -7.893 6.076 1.154 0.0909 0.0335 -0.0597
C -7.331 4.805 1.426 -0.1149 0.0903 0.1111
C -5.820 4.850 1.459 0.1455 -0.2186 -0.0710
O -5.264 5.158 0.188 -0.0048 0.0287 0.0066
C -4.874 6.513 0.054 -0.0032 -0.0198 -0.0236
H -8.494 7.306 -0.341 -0.0212 0.0042 0.0212
H -7.540 5.913 -0.893 0.0004 -0.0005 -0.0046
H -9.234 5.694 -0.382 0.0194 -0.0251 -0.0274
H -7.670 4.067 0.692 0.0190 -0.0064 -0.0138
H -7.692 4.493 2.411 0.0084 -0.0402 -0.0134
H -5.444 3.861 1.743 -0.0298 0.0054 0.0451
H -5.483 5.568 2.213 -0.0150 0.0405 -0.0194
H -3.946 6.707 0.606 -0.0219 0.0292 0.0264
H -5.650 7.193 0.412 0.0026 0.0079 0.0026
H -4.698 6.700 -1.004 0.0216 -0.0181 -0.0023
C 0.895 3.298 3.780 -0.0309 -0.0429 -0.0057
O 0.324 3.316 2.478 0.0679 0.0271 0.1049
C -0.360 4.541 2.198 -0.0747 -0.2582 -0.2974
C 0.480 5.468 1.350 0.0617 0.1992 0.0253
O 1.639 5.904 2.035 0.0186 -0.1316 0.0700
C 2.821 5.218 1.671 0.0008 0.0599 -0.0330
H 1.599 2.466 3.828 0.0007 0.0034 0.0202
H 1.434 4.222 3.994 0.0145 -0.0041 -0.0063
H 0.123 3.145 4.541 0.0034 0.0312 0.0086
H -0.656 5.039 3.125 0.0397 -0.0391 0.0411
H -1.268 4.285 1.643 -0.0253 0.0247 0.0434
H -0.107 6.358 1.110 -0.0479 -0.0383 -0.0194
H 0.748 4.980 0.406 0.0021 -0.0275 0.0099
H 3.176 5.548 0.689 -0.0040 -0.0411 -0.0143
H 2.669 4.134 1.654 0.0078 -0.0057 0.0043
H 3.579 5.456 2.414 0.0025 0.0280 -0.0058
```
Forces are in eV/Å.